A 4-piece molecular cluster, C4H14O3 overall. Source: the OMol25 dataset; level of theory: ωB97M-V/def2-TZVPD.

Structure (XYZ):
```
21
C4H14O3, DFT ωB97M-V/def2-TZVPD
C 1.016 1.629 -0.742
C 0.206 0.567 -1.375
C -1.142 0.880 -1.679
C 0.789 -0.774 -1.452
H 1.448 2.263 -1.524
H 0.384 2.190 -0.028
H 1.814 1.215 -0.130
H -1.690 0.290 -2.406
H -1.515 1.829 -1.311
H 0.083 -1.613 -1.452
H 1.278 -0.960 -2.431
H 1.618 -0.867 -0.750
H -3.308 -0.038 1.322
H -2.272 1.092 1.020
O -2.502 0.400 1.614
H -1.101 -1.089 1.468
H -0.562 -2.492 1.557
O -0.380 -1.652 1.150
H 1.238 -1.008 2.032
H 2.475 -1.201 2.917
O 2.124 -0.661 2.201
```

Values from the calculation:
Kohn-Sham gap (spin up / spin down), eV: 9.03 / 5.79
Expectation value of S²: 0.753
Net charge: +1
Relative energy (zero: lowest compared OMol25 entry of this formula, charge and spin), kJ/mol: 28.9
Multiplicity: 2